# 1
# C9H9OP

2 unconnected molecules or ions with the total composition C9H9OP in a non-equilibrium geometry (ωB97M-V/def2-TZVPD, the OMol25 dataset).

Cartesian coordinates (Å):
P -0.126 1.293 1.428
O -2.451 1.845 -2.349
C -1.359 0.473 2.623
C -1.510 1.272 -2.036
C 0.115 -0.003 2.670
C 1.834 0.223 -0.995
C 0.687 1.076 -1.109
C -0.553 0.519 -1.662
C 1.712 -1.143 -1.145
C 0.432 -1.739 -1.235
C -0.642 -1.026 -1.578
H -1.565 1.229 3.274
H 0.524 0.295 3.649
H -2.184 -0.066 2.224
H 0.270 -0.926 2.208
H -1.593 -1.499 -1.599
H 0.908 2.147 -1.148
H 2.469 -1.983 -0.873
H 0.333 -2.799 -1.438
H 2.698 0.811 -0.910

Summary:
F_max, eV/Å: 5.32
LUMO level (alpha / beta), eV: -0.365 / -0.324
Relative energy (zero: lowest compared OMol25 entry of this formula, charge and spin), kJ/mol: 386.1
E_tot, eV: -20809.58049
Gap between HOMO and LUMO (alpha / beta), eV: 6.98 / 6.22

=====

# 2
# CAg5O3

A molecular structure, CAg5O3 in a non-equilibrium geometry (ωB97M-V/def2-TZVPD, the OMol25 dataset).

Cartesian coordinates (Å):
Ag 1.764 3.956 7.090
Ag 0.012 4.433 3.898
Ag 4.517 4.795 6.315
Ag 1.321 3.834 0.925
Ag 4.785 5.286 3.000
O 2.932 4.833 4.850
O 2.059 2.956 4.135
O 2.831 4.269 2.813
C 2.598 4.049 3.956

Summary:
Total charge: +3
F_max, eV/Å: 10.22
LUMO level, eV: -13.081
Relative energy (zero: lowest compared OMol25 entry of this formula, charge and spin), kJ/mol: 202.2
E_tot, eV: -27140.48518
Gap between HOMO and LUMO, eV: 7.06

=====

# 3
# CBaNO4S2

A molecular structure, CBaNO4S2 in a non-equilibrium geometry (ωB97M-V/def2-TZVPD, the OMol25 dataset).

Cartesian coordinates (Å):
Ba 0.187 0.992 -1.374
S -2.254 -1.375 -0.351
S -1.222 0.247 1.847
O 3.700 -0.581 1.379
O 2.532 0.129 -0.490
O -1.335 -0.652 -1.375
O -0.087 0.797 0.905
N -2.097 -0.841 1.115
C 3.020 -0.173 0.543

Summary:
Total charge: +1
F_max, eV/Å: 2.43
LUMO level, eV: -4.367
Relative energy (zero: lowest compared OMol25 entry of this formula, charge and spin), kJ/mol: 0.0
E_tot, eV: -33076.36865
Gap between HOMO and LUMO, eV: 7.69

=====

# 4
# CBr3NO

2 unconnected molecules or ions with the total composition CBr3NO in a non-equilibrium geometry (ωB97M-V/def2-TZVPD, the OMol25 dataset).

Cartesian coordinates (Å):
Br -0.531 0.891 -2.898
Br 0.352 -0.895 4.121
Br 0.013 1.589 -4.956
O 0.186 -0.281 0.095
N 0.070 -0.500 1.260
C -0.090 -0.805 2.377

Summary:
F_max, eV/Å: 1.93
LUMO level, eV: -0.833
SMILES: [O-][N+]#CBr.BrBr
Relative energy (zero: lowest compared OMol25 entry of this formula, charge and spin), kJ/mol: 9.7
E_tot, eV: -214698.20037
Gap between HOMO and LUMO, eV: 9.05